Entry 1:
The following is a DFT calculation (wB97M-V/def2-TZVPD) of a structure of composition C23H47BrCl16GaOP2.

Summary:
E, hartree: -13524.48241
HOMO-LUMO gap, Eh: 0.2118
Net charge: -1

Last column: Mulliken charge in e.
CARTESIAN COORDINATES (ANGSTROEM)
C1 -4.09977 -4.26469 -2.05901  -0.175
C2 -3.59674 -3.21905 -1.74084  -0.861
C3 -2.95862 -1.96149 -1.35930  0.654
C4 -3.65961 -0.71316 -1.92973  -0.724
C5 -3.43829 0.55573 -1.10054  -0.571
Ga1 -1.56097 1.14247 -0.69554  -0.504
Br1 -0.24206 -0.59050 0.51486  -0.527
P1 -0.24951 1.63962 -2.60087  0.791
O1 -0.47880 3.00115 -3.21161  -0.723
P2 -1.71769 2.99869 0.74354  0.306
C6 -0.17162 4.00094 0.58570  -0.797
C7 -1.55493 2.15839 2.38666  -0.277
H1 -4.44538 -5.24372 -2.25202  0.498
H2 -1.92208 -1.97857 -1.70384  -0.131
H3 -2.90349 -1.86876 -0.27320  0.037
H4 -3.37435 -0.55802 -2.97291  0.231
H5 -4.73198 -0.94303 -1.95315  0.397
H6 -3.84738 1.39006 -1.68156  0.435
H7 -4.03560 0.52289 -0.18516  0.437
H8 -0.40514 0.58746 -3.53726  -0.165
H9 1.10615 1.54477 -2.19237  -0.115
H10 -0.31215 4.99955 1.00179  0.314
H11 0.66582 3.54477 1.11933  0.057
H12 0.11194 4.07817 -0.46475  0.321
H13 -0.51275 2.08804 2.69930  0.104
H14 -1.90191 1.13318 2.25019  -0.056
H15 -2.19243 2.61055 3.14475  0.207
Cl1 0.75958 -1.90167 -3.18730  -0.148
C8 0.80929 -1.95937 -4.96361  -0.618
C9 2.13420 -1.49082 -5.50363  -0.073
Cl2 2.37195 0.25790 -5.22668  -0.170
H16 -0.00778 -1.34841 -5.34205  0.341
H17 0.63851 -2.99406 -5.25887  0.366
H18 2.17812 -1.65353 -6.57672  0.107
H19 2.96310 -2.02043 -5.04185  0.125
Cl3 3.12866 -3.64757 -7.92864  -0.177
C10 4.71493 -4.44275 -7.76184  -0.458
C11 4.73360 -5.43128 -6.62482  -0.426
Cl4 4.61683 -4.63169 -5.03717  -0.166
H20 5.46293 -3.66577 -7.62697  0.307
H21 4.91349 -4.95840 -8.69994  0.330
H22 5.67274 -5.98203 -6.63786  0.300
H23 3.91147 -6.13801 -6.70270  0.307
Cl5 -3.92809 4.94609 4.46805  -0.174
C12 -5.28456 4.19657 5.34532  -0.476
C13 -5.62018 2.82770 4.81235  -0.013
Cl6 -6.31335 2.89044 3.17414  -0.186
H24 -6.13820 4.86648 5.27645  0.353
H25 -4.98498 4.11403 6.38925  0.291
H26 -6.36262 2.35736 5.45630  0.347
H27 -4.74044 2.18939 4.77353  -0.115
Cl7 -2.43395 0.42777 5.00770  -0.123
C14 -1.70977 -1.19275 5.15197  -0.616
C15 -1.67324 -1.90606 3.82109  -0.143
Cl8 -3.30547 -2.34311 3.25028  -0.194
H28 -2.27277 -1.75050 5.89675  0.369
H29 -0.69070 -1.05632 5.51145  0.310
H30 -1.11009 -2.83311 3.91838  0.423
H31 -1.20973 -1.29559 3.04657  -0.101
Cl9 -8.11304 -3.39992 6.63210  -0.200
C16 -8.20171 -3.18895 4.86079  -0.405
C17 -6.94952 -2.57618 4.29125  -0.485
Cl10 -6.74134 -0.87830 4.77899  -0.112
H32 -9.07460 -2.57888 4.64415  0.325
H33 -8.34930 -4.17871 4.43221  0.312
H34 -7.00156 -2.58815 3.20354  0.296
H35 -6.06017 -3.11998 4.60010  0.269
Cl11 2.93440 1.80415 0.22953  -0.105
C18 3.91374 1.09472 1.53380  -0.494
C19 3.06037 0.63897 2.68831  -0.058
Cl12 2.35331 2.01561 3.58127  -0.237
H36 4.64945 1.82208 1.86762  0.192
H37 4.43326 0.23532 1.11073  0.344
H38 3.67634 0.08724 3.39862  0.173
H39 2.24442 0.00216 2.35101  0.099
Cl13 6.21435 -1.05936 5.27669  -0.179
C20 7.39568 0.27204 5.38504  -0.402
C21 6.86327 1.55232 4.79694  -0.489
Cl14 6.66999 1.44820 3.02860  -0.182
H40 8.30399 -0.04768 4.88097  0.300
H41 7.61319 0.42004 6.44149  0.296
H42 7.56024 2.36449 4.99674  0.365
H43 5.89481 1.81223 5.21798  0.291
Cl15 6.29411 4.70232 -7.25849  -0.208
C22 4.82880 4.06972 -6.45102  -0.417
C23 4.55802 2.63123 -6.79979  -0.071
Cl16 4.07238 2.42829 -8.50550  -0.205
H44 3.99500 4.70866 -6.72797  0.336
H45 4.99484 4.15672 -5.37911  0.291
H46 3.74148 2.25579 -6.18944  -0.049
H47 5.43167 2.00786 -6.62853  0.348

Entry 2:
The following is a DFT calculation (wB97M-V/def2-TZVPD) of a structure of composition C23H47ClN5O6PPtSi.

Summary:
E, hartree: -2839.99990
HOMO-LUMO gap, Eh: 0.2843
ΔE to the lowest compared entry with this formula, charge and spin, kJ/mol: 0.00
Net charge: 0

Last column: Mulliken charge in e.
CARTESIAN COORDINATES (ANGSTROEM)
Pt1 -1.45357 0.76537 0.22899  0.276
O1 -3.80933 1.10058 -3.06620  -0.686
Cl1 -2.70842 0.37817 -2.53103  1.926
O2 -1.84335 -0.10737 -3.54090  -0.661
O3 -3.12586 -0.66074 -1.63447  -0.600
O4 -1.92225 1.39268 -1.68458  -1.196
N1 0.08576 -0.07060 -0.53676  1.159
P1 1.17810 -1.15625 -0.44327  -1.565
N2 2.37264 -0.98890 0.70710  1.143
C1 2.94859 0.30889 1.02774  0.343
C2 3.16861 0.47030 2.52680  -0.597
C3 3.98481 -0.68889 3.08844  -1.129
C4 3.34273 -2.02060 2.71179  -0.676
C5 3.17638 -2.10413 1.20036  -0.844
N3 1.97507 -1.25727 -1.90788  0.380
C6 3.38271 -0.91970 -2.07728  -0.847
C7 3.57228 0.51857 -2.54953  -0.172
C8 2.78706 0.76204 -3.83581  -1.306
C9 1.32617 0.35395 -3.66664  0.251
C10 1.21752 -1.07435 -3.14793  -0.734
N4 0.63543 -2.71442 -0.18405  0.549
C11 -0.24160 -2.94272 0.95986  -0.697
C12 -1.70369 -3.06204 0.54263  0.188
C13 -1.86886 -4.14148 -0.52371  -1.210
C14 -0.92958 -3.87667 -1.69777  -0.094
C15 0.51027 -3.74116 -1.20842  -1.158
H1 2.29558 1.08654 0.62958  -0.783
H2 3.92118 0.40925 0.51748  0.386
H3 2.20501 0.49383 3.03817  0.103
H4 3.66861 1.42350 2.71961  0.439
H5 4.07576 -0.59411 4.17196  0.429
H6 5.00117 -0.65645 2.67827  0.389
H7 2.36219 -2.11281 3.18781  0.242
H8 3.95975 -2.85423 3.05591  0.404
H9 2.70900 -3.03666 0.89407  0.368
H10 4.17821 -2.06485 0.74177  0.365
H11 3.79838 -1.59995 -2.83279  0.568
H12 3.92416 -1.10396 -1.15285  0.108
H13 4.63627 0.72238 -2.69868  0.490
H14 3.21846 1.19521 -1.76499  -0.008
H15 3.23904 0.17086 -4.64149  0.353
H16 2.86058 1.80942 -4.13738  0.438
H17 0.78633 0.44253 -4.61145  0.567
H18 0.82855 1.00417 -2.94341  -0.464
H19 1.61906 -1.77505 -3.89339  0.491
H20 0.17494 -1.32957 -2.97568  -0.114
H21 -0.10821 -2.13259 1.67612  -0.134
H22 0.07423 -3.87000 1.45865  0.534
H23 -2.03688 -2.10239 0.13670  -0.466
H24 -2.31866 -3.28143 1.41933  0.466
H25 -2.90492 -4.18687 -0.86472  0.478
H26 -1.63301 -5.11982 -0.08744  0.356
H27 -1.22767 -2.94976 -2.19769  -0.064
H28 -0.99334 -4.68227 -2.43362  0.442
H29 1.19004 -3.51244 -2.02596  0.451
H30 0.83112 -4.69896 -0.77290  0.475
C16 0.37977 3.02621 2.15384  -1.023
Si1 -0.51585 2.90637 0.52749  0.644
C17 -1.89679 4.16284 0.52976  -1.165
C18 0.57660 3.18533 -0.95027  -0.450
H31 0.82031 4.02593 2.22076  0.494
H32 1.18072 2.29698 2.26187  0.084
H33 -0.30410 2.90643 2.99556  0.330
H34 -1.41927 5.14537 0.60678  0.523
H35 -2.56543 4.05033 1.38263  0.075
H36 -2.48004 4.15099 -0.39077  0.310
H37 1.01761 4.18525 -0.89114  0.594
H38 -0.00596 3.11453 -1.86876  0.169
H39 1.37219 2.44423 -1.00321  -0.347
O5 0.12356 -0.10634 4.04351  -0.668
C19 -0.46657 0.04698 3.03058  0.767
N5 -1.13890 0.14371 2.05682  -0.008
C20 -5.39861 2.63871 1.01532  -0.632
C21 -5.27518 1.79789 2.28722  -0.694
C22 -3.81157 1.36553 2.29332  -0.571
O6 -3.35867 1.53375 0.92493  0.300
C23 -4.46782 1.91087 0.07129  -0.650
H40 -5.04799 3.65823 1.18345  0.248
H41 -6.41643 2.68131 0.63212  0.396
H42 -5.92701 0.92616 2.22396  0.318
H43 -5.53407 2.34844 3.18961  0.367
H44 -3.66367 0.32823 2.58450  0.256
H45 -3.18071 1.99595 2.92075  0.353
H46 -4.92017 1.00593 -0.33747  0.301
H47 -4.06849 2.50710 -0.74293  0.327

Entry 3:
The following is a DFT calculation (wB97M-V/def2-TZVPD) of the ion C23H47N6O13 with charge +1.

Summary:
E, hartree: -2211.08807
HOMO-LUMO gap, Eh: 0.3528
ΔE to the lowest compared entry with this formula, charge and spin, kJ/mol: 40.83
Structure (SMILES): NC[C@H]1O[C@@H](O[C@@H]2[C@H](O)[C@@H](O[C@H]3[C@@H](O)[C@@H](N)C[C@H](N)[C@@H]3O[C@@H]3O[C@H](C[NH3+])[C@H](O)[C@@H](O)[C@H]3N)O[C@@H]2CO)[C@@H](N)[C@@H](O)[C@@H]1O
Net charge: +1

Last column: Mulliken charge in e.
CARTESIAN COORDINATES (ANGSTROEM)
N1 -2.59109 -1.72867 -1.25413  -0.105
C1 -3.44912 -2.54813 -0.39785  -1.229
C2 -4.61578 -1.81507 0.29843  -0.055
O1 -4.20768 -1.20611 1.52839  -0.499
C3 -3.96558 0.15780 1.50993  -0.704
O2 -2.87661 0.40218 0.64525  0.729
C4 -1.88590 1.33519 1.01110  -1.274
C5 -1.52875 2.16261 -0.26793  -0.402
O3 -2.48897 2.04439 -1.25912  -0.722
C6 -0.20912 1.51744 -0.75515  -0.702
O4 0.86008 2.37117 -0.52846  -0.064
C7 2.11673 1.83899 -0.95837  -0.687
C8 3.06366 2.96582 -1.43294  -0.973
O5 2.47548 3.71656 -2.45103  -0.704
C9 3.53248 3.86747 -0.27745  0.359
N2 2.43054 4.73571 0.09534  -0.684
C10 4.13225 3.01435 0.85656  -1.162
C11 3.14187 1.94966 1.33370  -0.662
N3 3.58490 1.13652 2.46050  -0.365
C12 2.78165 1.02116 0.16768  1.210
O6 3.93473 0.36224 -0.34777  -0.426
C13 3.79626 -1.00332 -0.60085  -0.621
O7 2.49340 -1.28326 -1.05732  0.037
C14 2.30833 -2.63192 -1.45574  -0.302
C15 0.89151 -2.70652 -2.03513  -0.976
N4 -0.05818 -2.28065 -0.99659  0.774
C16 2.52071 -3.60294 -0.27022  -0.322
O8 1.50646 -3.54098 0.70638  -0.751
C17 3.91936 -3.34950 0.31197  -0.613
O9 4.85337 -3.76577 -0.64277  -0.606
C18 4.13066 -1.85488 0.64272  0.554
N5 5.53990 -1.67769 0.94387  -0.609
O10 -0.07279 0.32745 -0.00580  0.112
C19 -0.54547 0.63353 1.30006  0.859
C20 -0.55003 -0.63908 2.14212  -1.082
O11 0.74566 -1.18961 2.21040  -0.675
C21 -5.22741 0.99132 1.09530  -0.093
N6 -4.83594 2.12898 0.27274  -0.565
C22 -6.19034 0.07993 0.29529  -0.497
O12 -7.06099 0.82427 -0.52337  -0.637
C23 -5.34584 -0.82432 -0.61342  0.169
O13 -6.12238 -1.55800 -1.51634  -0.624
H1 -3.03685 -1.58895 -2.15535  0.334
H2 -2.48451 -0.80876 -0.82164  -0.449
H3 -3.87144 -3.35376 -0.99829  0.520
H4 -2.83653 -2.98605 0.39533  0.296
H5 -5.34108 -2.57956 0.60088  0.796
H6 -3.68319 0.40721 2.54161  0.669
H7 -2.21926 1.96252 1.84004  0.875
H8 -1.33629 3.21250 -0.00483  0.511
H9 -3.37674 2.08277 -0.83094  0.427
H10 -0.27762 1.22899 -1.81238  0.446
H11 1.94018 1.17561 -1.81407  0.444
H12 3.93384 2.46074 -1.86672  0.511
H13 1.93562 4.39611 -2.02115  0.489
H14 4.32101 4.52246 -0.66888  0.463
H15 2.70339 5.37775 0.82909  0.322
H16 1.62973 4.19534 0.40006  0.117
H17 5.03124 2.51904 0.48571  0.274
H18 4.41171 3.66327 1.69191  0.412
H19 2.21201 2.44114 1.64907  0.152
H20 3.79978 1.73475 3.25292  0.367
H21 4.45166 0.67268 2.20436  0.258
H22 2.08275 0.26560 0.52904  0.117
H23 4.53578 -1.23570 -1.38539  0.633
H24 3.04820 -2.89909 -2.22313  0.524
H25 0.81812 -2.03909 -2.89435  0.513
H26 0.67256 -3.72818 -2.34597  0.514
H27 0.21359 -1.33502 -0.67547  -0.800
H28 0.09827 -2.91778 -0.19212  0.733
H29 -1.13336 -2.18801 -1.25712  0.717
H30 2.49996 -4.62661 -0.65766  0.643
H31 1.59735 -2.74723 1.26008  0.271
H32 4.02686 -3.93823 1.23898  0.491
H33 5.70698 -3.38438 -0.38257  0.440
H34 3.45807 -1.54970 1.46278  -0.008
H35 5.75310 -1.93861 1.89933  0.277
H36 5.81916 -0.71543 0.79279  0.281
H37 0.13208 1.36985 1.76125  -0.028
H38 -1.18635 -1.39768 1.68441  0.138
H39 -0.93539 -0.40981 3.14230  0.447
H40 1.33635 -0.56332 2.65294  0.324
H41 -5.73354 1.30389 2.01995  0.360
H42 -4.75517 2.97575 0.82267  0.236
H43 -5.55362 2.27839 -0.43454  0.339
H44 -6.75585 -0.55210 0.99151  0.462
H45 -7.79947 1.15937 -0.00380  0.384
H46 -4.63987 -0.17489 -1.15498  -0.107
H47 -6.79346 -0.96345 -1.87814  0.454

no.,LUMO level (eV)
1,1.78
2,0.06
3,-1.91